(1)
Entry from OMol25: C4H7NO in the gas phase (ωB97M-V/def2-TZVPD).

Results
**ΔE to the lowest compared entry with this formula, charge and spin**: 3.161 eV
**Gap between HOMO and LUMO**: 9.34 eV
**Calculated total energy**: -286.5155 a.u.
**Charge**: 0

Atoms and positions in Å:
O 1.737 -1.067 -0.811
N -0.525 -0.049 1.359
C 0.231 0.694 -1.445
C 0.430 0.841 1.449
C -0.379 -1.074 0.325
C 0.679 -0.511 -0.638
H 0.185 1.548 2.256
H -1.371 -0.083 1.930
H -0.041 -2.025 0.750
H -0.734 1.084 -1.106
H 0.975 1.489 -1.376
H -1.330 -1.230 -0.202
H 0.143 0.383 -2.490


(2)
Entry from OMol25: 5 unconnected molecules or ions with the total composition CH11O5 (ωB97M-V/def2-TZVPD).

Results
**ΔE to the lowest compared entry with this formula, charge and spin**: 0.195 eV
**Gap between HOMO and LUMO**: 9.20 eV
**Calculated total energy**: -420.9436 a.u.
**Charge**: -1

Atoms and positions in Å:
O -0.752 -0.862 -0.572
O 0.253 1.497 -0.497
O 0.374 2.037 2.051
O -2.104 -3.069 -1.414
O 2.923 1.750 -0.909
C -0.278 -1.424 0.642
H 1.939 1.678 -1.027
H -0.610 -0.817 1.497
H -1.538 -2.360 -1.029
H -0.113 2.148 -1.100
H -0.261 0.027 -0.651
H 3.015 2.118 -0.028
H 0.426 1.856 1.059
H 0.808 -1.504 0.667
H -0.528 1.933 2.349
H -2.828 -2.595 -1.827
H -0.724 -2.413 0.789


(3)
Entry from OMol25: C5H12N4 in the gas phase at a distorted geometry (ωB97M-V/def2-TZVPD).

Results
**ΔE to the lowest compared entry with this formula, charge and spin**: 6.026 eV
**Gap between HOMO and LUMO (spin up / spin down)**: 8.16 / 8.17 eV
**Calculated total energy**: -416.5240 a.u.
**Charge**: 0

Atoms and positions in Å:
N -0.854 -0.468 0.396
N -1.422 0.552 -0.179
N -0.770 1.671 -0.221
N 0.306 1.716 0.487
C -1.732 -1.523 0.824
C 1.139 0.777 0.704
C 3.340 -0.003 -0.345
C 1.810 -0.191 -0.242
C -2.741 0.803 -0.768
H -1.458 -1.742 1.915
H -1.463 -2.444 0.203
H 1.503 -0.100 -1.360
H -2.837 -1.266 0.853
H 1.631 0.719 1.701
H 1.539 -1.341 -0.005
H 3.948 -0.797 -0.840
H 3.642 0.894 -1.005
H -2.868 1.878 -0.972
H -3.573 0.536 -0.074
H 3.673 0.071 0.762
H -2.814 0.258 -1.835